No. 1
ORCA calculation (the ωB97M-V functional and the def2-TZVPD basis) on a structure of composition C25H40F9N5OV.

Atoms and positions in Å:
V1 0.180 -0.181 1.430
C1 -1.626 -4.336 -3.752
C2 -0.853 -3.815 -2.563
C3 0.310 -4.449 -2.155
C4 0.998 -3.898 -1.071
C5 2.282 -4.529 -0.594
C6 0.518 -2.776 -0.426
C7 -0.690 -2.094 -0.780
C8 -1.329 -2.687 -1.909
N1 -1.057 -0.982 -0.079
C9 -2.259 -0.148 -0.365
C10 -1.815 1.325 -0.446
C11 -3.054 -0.349 -1.672
C12 -3.266 -0.375 0.777
H1 -1.085 -5.145 -4.247
H2 -1.800 -3.546 -4.486
H3 -2.604 -4.722 -3.452
H4 0.690 -5.320 -2.681
H5 2.858 -4.939 -1.428
H6 2.080 -5.349 0.101
H7 2.905 -3.802 -0.072
H8 1.108 -2.389 0.390
H9 -2.209 -2.261 -2.342
H10 -1.067 1.420 -1.235
H11 -1.397 1.692 0.487
H12 -2.671 1.962 -0.691
H13 -2.434 -0.214 -2.559
H14 -3.825 0.427 -1.681
H15 -3.575 -1.305 -1.712
H16 -2.781 -0.195 1.732
H17 -3.629 -1.407 0.734
H18 -4.127 0.294 0.670
C13 0.247 -3.410 3.702
C14 1.169 -2.203 3.469
C15 1.167 -1.294 4.696
C16 2.589 -2.692 3.171
N2 0.666 -1.459 2.346
H19 0.567 -3.994 4.572
H20 0.254 -4.058 2.823
H21 -0.776 -3.065 3.863
H22 1.539 -1.830 5.577
H23 0.149 -0.950 4.892
H24 1.787 -0.417 4.507
H25 2.991 -3.249 4.025
H26 3.234 -1.839 2.961
H27 2.577 -3.357 2.306
F1 3.530 1.845 -1.034
C17 3.580 1.308 0.220
F2 4.817 1.576 0.673
F3 3.507 -0.020 0.044
C18 2.440 1.828 1.134
O1 1.276 1.210 0.730
C19 2.249 3.345 0.868
F4 3.420 4.022 0.775
F5 1.530 3.935 1.831
F6 1.596 3.597 -0.284
C20 2.676 1.593 2.662
F7 3.411 0.351 2.677
F8 -1.070 0.767 2.424
F9 3.737 2.505 2.998
C21 2.738 1.713 -5.063
N3 2.154 1.377 -3.793
C22 1.257 2.361 -3.237
C23 1.966 0.058 -3.408
N4 0.915 -0.272 -2.775
N5 3.032 -0.795 -3.772
C24 4.347 -0.396 -3.284
C25 2.786 -2.207 -3.550
H28 1.971 2.054 -5.776
H29 3.233 0.843 -5.489
H30 3.472 2.521 -4.958
H31 1.743 3.339 -3.268
H32 1.041 2.111 -2.203
H33 0.308 2.416 -3.790
H34 0.955 -1.222 -2.419
H35 4.462 0.683 -3.337
H36 5.123 -0.871 -3.892
H37 4.488 -0.689 -2.236
H38 2.831 -2.481 -2.486
H39 3.544 -2.785 -4.086
H40 1.803 -2.489 -3.924

As for the LUMO energy (spin up / spin down): 4.55 / 4.55 eV. Its net charge is -2. As for the spin multiplicity: 2. The gap between HOMO and LUMO (spin up / spin down) is 5.31 / 5.32 eV. Its HOMO energy (spin up / spin down) is -0.8 / -0.8 eV. The value obtained for the relative energy (zero: lowest compared OMol25 entry of this formula, charge and spin) is 0.000 eV.

---

No. 2
ORCA calculation (the ωB97M-V functional and the def2-TZVPD basis) on a structure of composition C25H40FeN3Si2Te.

Atoms and positions in Å:
Fe1 -0.096 0.328 0.650
C1 -0.376 -2.120 5.722
C2 -1.060 -2.202 4.518
C3 -0.892 -1.220 3.556
C4 -0.055 -0.143 3.832
C5 0.630 -0.045 5.040
C6 0.472 -1.046 5.980
N1 0.096 0.822 2.804
N2 0.446 1.962 3.133
C7 0.628 2.832 2.025
C8 0.913 4.156 2.278
C9 1.099 5.005 1.197
C10 0.998 4.498 -0.088
C11 0.711 3.153 -0.249
N3 0.532 2.335 0.791
H1 -0.500 -2.894 6.468
H2 -1.728 -3.032 4.329
H3 -1.424 -1.262 2.611
H4 1.286 0.796 5.219
H5 1.008 -0.994 6.918
H6 0.980 4.495 3.301
H7 1.321 6.051 1.357
H8 1.136 5.127 -0.955
H9 0.614 2.714 -1.233
C12 1.591 -5.550 2.922
Si1 1.439 -4.273 1.572
C13 2.320 -4.830 0.026
C14 -0.355 -3.917 1.203
C15 2.278 -2.698 2.211
Te1 2.198 -1.035 0.881
C16 3.722 -1.472 -0.551
Si2 5.277 -0.444 -0.226
C17 6.556 -0.945 -1.481
C18 5.868 -0.787 1.509
C19 4.812 1.355 -0.426
H10 0.961 -6.414 2.701
H11 1.273 -5.146 3.887
H12 2.618 -5.905 3.029
H13 1.917 -5.788 -0.309
H14 3.390 -4.966 0.197
H15 2.185 -4.122 -0.796
H16 -0.780 -4.737 0.619
H17 -0.492 -3.000 0.625
H18 -0.940 -3.831 2.119
H19 3.339 -2.832 2.433
H20 1.804 -2.324 3.121
H21 3.280 -1.275 -1.529
H22 3.891 -2.547 -0.490
H23 6.831 -1.996 -1.368
H24 7.465 -0.351 -1.366
H25 6.192 -0.802 -2.501
H26 6.167 -1.832 1.629
H27 5.101 -0.560 2.253
H28 6.740 -0.171 1.738
H29 4.450 1.561 -1.436
H30 5.679 1.995 -0.249
H31 4.036 1.646 0.288
C20 -5.074 -1.602 0.660
C21 -4.458 -0.825 -0.513
C22 -5.253 0.465 -0.753
C23 -4.479 -1.693 -1.778
C24 -3.064 -0.485 -0.183
C25 -1.907 -0.222 0.088
H32 -6.110 -1.857 0.429
H33 -5.061 -1.004 1.572
H34 -4.524 -2.526 0.843
H35 -6.288 0.220 -0.994
H36 -4.830 1.031 -1.584
H37 -5.245 1.098 0.135
H38 -5.509 -1.954 -2.027
H39 -3.915 -2.614 -1.627
H40 -4.044 -1.158 -2.622

As for the LUMO energy (spin up / spin down): -4.30 / -4.46 eV. Its net charge is +1. As for the spin multiplicity: 5. The gap between HOMO and LUMO (spin up / spin down) is 6.56 / 6.56 eV. Its HOMO energy (spin up / spin down) is -10.9 / -11.0 eV.

---

No. 3
ORCA calculation (the ωB97M-V functional and the def2-TZVPD basis) on a structure of composition C25H40GeO7PSeTi.

Atoms and positions in Å:
Ti1 0.026 0.283 1.064
O1 -1.270 -0.683 -0.119
C1 -1.911 0.062 -1.271
C2 -1.018 1.300 -1.322
O2 -0.762 1.992 -2.235
O3 -0.506 1.546 -0.032
C3 -3.296 0.544 -0.877
C4 -3.795 0.408 0.414
C5 -5.059 0.891 0.724
C6 -5.815 1.527 -0.250
C7 -5.310 1.675 -1.535
C8 -4.054 1.183 -1.854
C9 -1.859 -0.838 -2.470
C10 -2.906 -1.739 -2.672
C11 -2.840 -2.651 -3.714
C12 -1.742 -2.660 -4.562
C13 -0.701 -1.762 -4.366
C14 -0.753 -0.856 -3.319
H1 -1.566 -1.611 -0.129
H2 -3.221 -0.106 1.175
H3 -5.461 0.766 1.721
H4 -6.800 1.902 -0.010
H5 -5.898 2.170 -2.296
H6 -3.668 1.292 -2.860
H7 -3.782 -1.710 -2.036
H8 -3.656 -3.342 -3.876
H9 -1.703 -3.360 -5.386
H10 0.145 -1.755 -5.040
H11 0.052 -0.143 -3.200
C15 0.218 3.622 2.845
C16 1.202 2.526 2.931
C17 2.411 2.664 3.760
O4 1.013 1.454 2.296
H12 -0.101 3.905 3.852
H13 -0.638 3.372 2.224
H14 0.721 4.508 2.443
H15 2.876 3.638 3.587
H16 3.119 1.856 3.605
H17 2.098 2.674 4.811
C18 1.088 -3.627 4.253
O5 0.306 -2.438 3.891
P1 -0.067 -2.060 2.418
O6 -1.183 -3.027 1.895
C19 -2.073 -3.897 2.680
O7 -0.840 -0.598 2.739
C20 -1.955 -0.375 3.675
H18 1.205 -3.583 5.329
H19 2.060 -3.592 3.767
H20 0.546 -4.526 3.970
H21 -2.018 -3.648 3.737
H22 -1.761 -4.922 2.509
H23 -3.077 -3.743 2.300
H24 -2.187 0.685 3.654
H25 -1.624 -0.678 4.664
H26 -2.808 -0.962 3.344
C21 4.676 3.121 -2.643
Ge1 4.046 1.307 -2.435
C22 2.904 0.685 -3.881
C23 5.428 0.019 -1.986
C24 2.766 1.411 -0.838
Se1 1.947 -0.321 -0.525
C25 3.312 -1.145 0.586
H27 5.349 3.160 -3.500
H28 5.225 3.451 -1.763
H29 3.844 3.798 -2.831
H30 3.466 0.704 -4.815
H31 2.035 1.335 -3.998
H32 2.580 -0.344 -3.713
H33 6.208 0.078 -2.746
H34 5.049 -1.004 -1.993
H35 5.894 0.240 -1.025
H36 1.960 2.095 -1.104
H37 3.239 1.731 0.090
H38 4.222 -1.117 -0.008
H39 3.014 -2.172 0.773
H40 3.437 -0.584 1.508

As for the LUMO energy: -10.66 eV. Its net charge is +3. The gap between HOMO and LUMO is 5.86 eV. Its HOMO energy is -16.5 eV. The value obtained for the relative energy (zero: lowest compared OMol25 entry of this formula, charge and spin) is 0.812 eV.

---

No. 4
ORCA calculation (the ωB97M-V functional and the def2-TZVPD basis) on a structure of composition C25H40IrNP3 at a distorted geometry.

Atoms and positions in Å:
C1 -1.661 2.892 -3.592
C2 -1.294 1.760 -2.859
C3 0.080 1.516 -2.620
C4 1.044 2.360 -3.216
C5 0.656 3.478 -3.959
C6 -0.705 3.755 -4.127
C7 2.476 2.022 -2.987
C8 2.656 0.537 -2.984
C9 1.629 -0.242 -2.401
C10 1.755 -1.658 -2.426
C11 2.935 -2.228 -2.914
C12 3.969 -1.436 -3.439
C13 3.813 -0.053 -3.489
H1 -2.722 3.086 -3.728
H2 1.425 4.124 -4.376
H3 -1.019 4.645 -4.680
H4 3.125 2.495 -3.718
H5 3.041 -3.305 -2.878
H6 4.886 -1.903 -3.798
H7 4.597 0.595 -3.896
N1 0.504 0.406 -1.886
Ir1 -0.281 -0.073 0.050
C14 -2.330 0.793 -2.341
H8 -2.173 -0.237 -2.711
H9 -3.346 1.126 -2.595
C15 0.604 -2.532 -2.003
H10 -0.293 -2.386 -2.636
H11 0.891 -3.592 -2.065
P1 -2.307 0.756 -0.500
P2 0.066 -2.224 -0.265
C16 1.304 -3.108 0.746
H12 1.022 -3.083 1.807
H13 1.378 -4.155 0.415
H14 2.283 -2.625 0.634
C17 -1.455 -3.188 -0.082
H15 -1.214 -4.257 -0.172
H16 -1.892 -2.984 0.906
H17 -2.178 -2.906 -0.858
C18 -2.695 2.486 -0.099
H18 -3.527 2.803 -0.744
H19 -2.954 2.611 0.957
H20 -1.820 3.104 -0.327
C19 -3.692 -0.260 0.040
H21 -3.635 -0.422 1.124
H22 -4.606 0.290 -0.220
H23 -3.671 -1.232 -0.466
H24 2.759 2.391 -1.986
H25 1.267 -0.199 0.396
C20 -0.892 -2.244 4.381
C21 -1.167 -0.767 4.073
P3 -0.571 -0.041 2.363
C22 -1.362 1.628 2.712
C23 -1.197 2.345 4.053
C24 1.252 -0.012 2.738
C25 1.773 0.284 4.139
H26 -1.499 -2.925 3.760
H27 -1.159 -2.444 5.432
H28 0.172 -2.484 4.258
H29 -2.244 -0.545 4.195
H30 -0.637 -0.152 4.827
H31 -1.022 2.296 1.901
H32 -2.431 1.388 2.611
H33 -0.150 2.560 4.314
H34 -1.722 3.310 3.980
H35 -1.668 1.776 4.863
H36 1.580 -1.006 2.428
H37 1.687 0.708 2.020
H38 1.487 -0.516 4.814
H39 2.865 0.299 4.078
H40 1.453 1.260 4.511

As for the LUMO energy (spin up / spin down): -4.59 / -9.82 eV. Its net charge is +2. As for the spin multiplicity: 6. The gap between HOMO and LUMO (spin up / spin down) is 6.55 / 4.53 eV. Its HOMO energy (spin up / spin down) is -11.1 / -14.4 eV.

---

No. 5
ORCA calculation (the ωB97M-V functional and the def2-TZVPD basis) on a cluster of 7 separate species, C25H40O19 in total at a distorted geometry.

Atoms and positions in Å:
C1 9.234 7.186 11.557
C2 9.415 8.679 11.264
C3 9.007 9.494 12.485
O1 10.272 9.845 13.094
C4 11.276 9.636 12.185
O2 12.401 9.949 12.419
O3 10.863 8.864 11.180
H1 9.550 6.565 10.714
H2 8.179 6.893 11.594
H3 9.713 6.836 12.468
H4 9.079 9.004 10.284
H5 8.473 8.911 13.225
H6 8.522 10.400 12.123
C5 13.693 8.588 2.543
C6 12.220 8.773 2.856
C7 11.305 7.809 2.060
O4 10.358 7.352 3.010
C8 10.895 7.514 4.270
O5 10.436 7.110 5.284
O6 12.039 8.175 4.177
H7 13.750 9.051 1.548
H8 14.083 7.577 2.539
H9 14.272 9.185 3.246
H10 11.821 9.776 3.008
H11 11.913 6.997 1.654
H12 10.821 8.283 1.206
C9 13.187 10.710 9.151
C10 12.782 10.011 7.883
C11 11.330 9.574 7.783
O7 10.846 10.110 6.593
C12 11.744 10.925 6.038
O8 11.572 11.653 5.109
O9 12.891 10.876 6.738
H13 14.229 11.030 9.127
H14 13.097 10.013 9.986
H15 12.581 11.580 9.412
H16 13.444 9.157 7.717
H17 10.796 9.786 8.716
H18 11.252 8.483 7.739
C13 4.325 10.577 5.517
C14 3.118 10.781 6.415
C15 3.424 10.412 7.925
O10 3.085 11.556 8.674
C16 2.798 12.576 7.863
O11 2.356 13.635 8.156
O12 2.912 12.178 6.566
H19 4.617 9.524 5.535
H20 5.188 11.154 5.847
H21 4.040 10.892 4.512
H22 2.209 10.224 6.195
H23 4.431 10.045 8.123
H24 2.742 9.586 8.136
C17 0.261 5.956 5.251
C18 1.296 5.639 6.340
C19 2.200 4.440 5.968
O13 3.463 4.896 6.440
C20 3.451 6.236 6.567
O14 4.395 6.914 6.826
O15 2.214 6.730 6.426
H25 -0.210 6.925 5.441
H26 -0.538 5.223 5.383
H27 0.641 6.079 4.239
H28 0.742 5.587 7.279
H29 2.157 4.226 4.906
H30 1.757 3.707 6.643
C21 8.048 9.490 2.924
C22 8.775 10.768 3.383
C23 8.334 12.092 2.742
O16 7.950 12.852 3.877
C24 7.939 12.125 4.997
O17 7.472 12.502 6.029
O18 8.394 10.896 4.758
H31 8.086 8.764 3.734
H32 8.536 9.041 2.061
H33 6.996 9.727 2.754
H34 9.839 10.533 3.348
H35 7.482 11.853 2.099
H36 9.065 12.649 2.163
C25 7.765 8.985 7.149
O19 6.960 8.059 7.854
H37 7.237 9.919 6.906
H38 8.578 9.341 7.781
H39 8.144 8.665 6.177
H40 6.468 7.590 7.170

As for the LUMO energy: 0.33 eV. The SMILES is C[C@H]1COC(=O)O1.C[C@H]1COC(=O)O1.C[C@H]1COC(=O)O1.C[C@H]1COC(=O)O1.C[C@H]1COC(=O)O1.C[C@H]1COC(=O)O1.CO. The gap between HOMO and LUMO is 9.99 eV. Its HOMO energy is -9.7 eV.

---

No. 6
ORCA calculation (the ωB97M-V functional and the def2-TZVPD basis) on a structure of composition C25H41BrN2P2V at a distorted geometry.

Atoms and positions in Å:
C1 4.317 -4.852 0.178
C2 3.221 -4.710 -0.741
C3 3.187 -5.615 -1.822
C4 4.244 -6.515 -2.004
N1 5.270 -6.607 -1.160
C5 5.314 -5.805 -0.095
C6 2.339 -3.578 -0.750
C7 2.284 -2.415 -0.244
C8 2.699 -1.051 -0.066
C9 2.762 -0.484 1.222
C10 3.048 0.862 1.387
C11 3.270 1.669 0.251
C12 3.344 1.097 -1.023
C13 3.110 -0.281 -1.218
V1 1.209 -1.490 -1.620
P1 -1.551 0.681 1.903
H1 2.396 -5.552 -2.569
H2 4.441 -4.198 1.042
H3 4.258 -7.182 -2.869
H4 6.181 -5.918 0.564
H5 3.757 -0.774 -1.997
H6 2.511 -1.100 2.090
H7 3.561 1.753 -1.864
H8 3.002 1.315 2.383
C14 -2.765 2.134 1.993
C15 -4.230 1.773 2.060
H9 -2.571 2.759 1.105
H10 -2.449 2.733 2.866
H11 -4.814 2.694 2.165
H12 -4.556 1.278 1.137
H13 -4.464 1.142 2.925
C16 -2.618 -0.792 1.531
C17 -1.974 -2.126 1.872
H14 -2.820 -0.752 0.454
H15 -3.585 -0.719 2.015
H16 -2.286 -2.887 1.147
H17 -0.879 -2.096 1.854
H18 -2.275 -2.511 2.853
C18 -1.334 0.416 3.725
C19 -2.609 0.100 4.486
H19 -0.850 1.317 4.124
H20 -0.611 -0.406 3.816
H21 -2.355 -0.347 5.451
H22 -3.194 0.998 4.700
H23 -3.249 -0.622 3.971
Br1 3.144 3.500 0.379
P2 -1.227 1.766 -2.784
C20 -2.535 1.509 -1.500
C21 -3.932 1.729 -2.069
H24 -2.330 2.213 -0.682
H25 -2.425 0.494 -1.092
H26 -4.692 1.282 -1.418
H27 -4.169 2.795 -2.168
H28 -4.019 1.271 -3.060
C22 -0.476 3.358 -2.142
C23 -0.167 4.378 -3.229
H29 0.437 3.099 -1.586
H30 -1.210 3.787 -1.448
H31 0.215 5.294 -2.756
H32 0.600 4.010 -3.923
H33 -1.068 4.635 -3.801
C24 0.044 0.548 -2.230
C25 0.153 -0.427 -3.406
H34 -0.276 0.050 -1.283
H35 0.960 1.130 -2.043
H36 1.078 -1.046 -3.360
H37 -0.756 -1.031 -3.523
H38 0.241 0.149 -4.333
N2 -0.003 2.867 1.646
H39 0.302 3.455 2.417
H40 -0.402 3.454 0.905
H41 0.825 2.395 1.260

As for the LUMO energy (spin up / spin down): -8.98 / -9.01 eV. Its net charge is +2. As for the spin multiplicity: 4. The gap between HOMO and LUMO (spin up / spin down) is 3.44 / 3.37 eV. Its HOMO energy (spin up / spin down) is -12.4 / -12.4 eV. The value obtained for the relative energy (zero: lowest compared OMol25 entry of this formula, charge and spin) is 2.379 eV.

---

Result set for DFT total energy: -86219.4088 -88474.3779 -195149.9866 -58750.8674 -65476.4358 -143856.0707 eV, one per record in the order listed.